No. 1
C2H5IO | the ωB97M-V functional and the def2-TZVPD basis

The calculation puts the relative energy (zero: lowest compared OMol25 entry of this formula, charge and spin) at 0.475 eV. The value obtained for the calculated total energy is -12297.657 eV. As for the orbital gap (alpha / beta): 0.224 / 0.261 Ha. As for the spin multiplicity: 3. As for the charge: 0.

Geometry as XYZ:
```
9
C2H5IO | OMol25 | the ωB97M-V functional and the def2-TZVPD basis
C 0.76963 -0.30856 -1.35206
C 1.02755 0.40455 -0.26683
O -1.98488 -0.06854 1.06715
I 2.65985 0.01841 1.04619
H -2.90115 -0.00377 1.15990
H 1.28486 -1.33974 -1.49060
H 0.03057 0.00064 -2.13221
H 0.82042 1.41756 0.01126
H -1.70684 -0.12056 1.95719
```

Atom charges from the Mulliken analysis, given in e for atoms 1 to 2:
1 C -0.658
2 C -0.371

=====

No. 2
C5H15NO2 | the ωB97M-V functional and the def2-TZVPD basis

The calculation puts the relative energy (zero: lowest compared OMol25 entry of this formula, charge and spin) at 2.086 eV. The value obtained for the calculated total energy is -11011.860 eV. As for the orbital gap: 0.361 Ha. As for the charge: 0.

Geometry as XYZ:
```
23
C5H15NO2 | OMol25 | the ωB97M-V functional and the def2-TZVPD basis
C -1.66297 0.44447 -1.84151
C -1.25617 0.94969 -0.67092
C -1.29349 0.01060 0.55218
C -1.27729 -1.45914 0.14489
C 0.03666 -1.99296 -0.37862
N 1.18207 -2.03110 0.60134
H -1.43432 1.09237 -2.67074
H -2.13735 -0.51661 -1.99431
H -1.06572 2.01389 -0.49000
H -2.19568 0.25689 1.11180
H -0.41959 0.26518 1.15731
H -1.55833 -2.10057 1.02083
H -2.17697 -1.75757 -0.41501
H -0.19870 -2.95798 -0.82949
H 0.35419 -1.13609 -1.12388
H 0.87288 -2.52296 1.41982
H 1.97250 -2.57809 0.23998
O 3.13837 0.85003 0.24371
H 3.22450 0.60292 -0.69505
H 2.78185 0.01631 0.65922
O 0.02809 2.84047 0.97636
H 0.25889 3.75479 1.26425
H 0.83523 2.54525 0.53925
```

Atom charges from the Mulliken analysis, given in e for atoms 1 to 2:
1 C -0.923
2 C -0.260

=====

No. 3
C19H31NO2S | the ωB97M-V functional and the def2-TZVPD basis

The calculation puts the relative energy (zero: lowest compared OMol25 entry of this formula, charge and spin) at 0.434 eV. The value obtained for the calculated total energy is -36626.931 eV. As for the orbital gap: 0.327 Ha. As for the charge: 0.

Geometry as XYZ:
```
54
C19H31NO2S | OMol25 | the ωB97M-V functional and the def2-TZVPD basis
C -0.36597 3.16110 -1.23733
C 0.06767 2.22233 -2.35715
C 1.57582 1.93816 -2.31750
C 1.96320 1.31891 -1.01128
C 1.37562 0.08177 -0.63831
C 0.95709 -0.10804 0.72640
O 0.92087 0.81390 1.54354
C 0.45162 -1.47745 1.13059
C -0.42222 -2.07695 0.03368
C -1.65380 -1.21060 -0.27869
C -2.92705 -1.61325 0.46333
C -2.82285 -1.50312 1.97502
S -3.37936 -3.32704 -0.05186
C -5.14929 -3.39641 0.40507
C -5.38723 -4.13830 1.70751
C 0.46736 -2.22187 -1.19387
C 1.09268 -0.91664 -1.65446
O 1.39661 -0.80266 -2.83552
N 2.84568 1.93078 -0.23997
C 3.49316 1.33088 0.90912
C 4.75699 2.15610 1.10668
C 4.26937 3.54872 0.72507
C 3.38763 3.26038 -0.48732
H 0.12864 4.12693 -1.32816
H -1.43991 3.32811 -1.27859
H -0.12325 2.73518 -0.26558
H -0.17951 2.66201 -3.32525
H -0.47305 1.27942 -2.27175
H 1.80612 1.20550 -3.09583
H 2.12489 2.85503 -2.51850
H 1.31637 -2.12668 1.29953
H -0.07784 -1.37199 2.07691
H -0.76883 -3.07192 0.33254
H -1.43968 -0.16417 -0.04705
H -1.86486 -1.27620 -1.34867
H -3.74371 -0.97948 0.10166
H -2.40959 -0.53364 2.24779
H -3.80438 -1.59513 2.43572
H -2.18248 -2.28707 2.37148
H -5.51353 -2.37064 0.45156
H -5.64220 -3.91000 -0.42056
H -6.45362 -4.17552 1.92424
H -5.01087 -5.15553 1.63142
H -4.88092 -3.64820 2.53533
H 1.28970 -2.91056 -0.97351
H -0.08201 -2.64125 -2.03902
H 3.67540 0.27057 0.71818
H 2.83469 1.40780 1.78409
H 5.54316 1.82735 0.42512
H 5.12936 2.09890 2.12638
H 3.67164 3.96686 1.53509
H 5.07630 4.23941 0.49008
H 3.99519 3.25284 -1.39940
H 2.58517 3.99136 -0.59803
```

Atom charges from the Mulliken analysis, given in e for atoms 1 to 2:
1 C -1.236
2 C -0.220

=====

What did the first record say?
C2H5IO | the ωB97M-V functional and the def2-TZVPD basis

The calculation puts the relative energy (zero: lowest compared OMol25 entry of this formula, charge and spin) at 0.475 eV. The value obtained for the calculated total energy is -12297.657 eV. As for the orbital gap (alpha / beta): 0.224 / 0.261 Ha. As for the spin multiplicity: 3. As for the charge: 0.

Geometry as XYZ:
```
9
C2H5IO | OMol25 | the ωB97M-V functional and the def2-TZVPD basis
C 0.76963 -0.30856 -1.35206
C 1.02755 0.40455 -0.26683
O -1.98488 -0.06854 1.06715
I 2.65985 0.01841 1.04619
H -2.90115 -0.00377 1.15990
H 1.28486 -1.33974 -1.49060
H 0.03057 0.00064 -2.13221
H 0.82042 1.41756 0.01126
H -1.70684 -0.12056 1.95719
```

Atom charges from the Mulliken analysis, given in e for atoms 1 to 2:
1 C -0.658
2 C -0.371